10
Properties=species:S:1:pos:R:3:lowdin_spin:R:1 method="wB97M-V/def2-TZVPD" homo_energy_ev="-11.9 / -13.1" total_charge=+1 largest_force_ha_per_bohr=0.064 s_squared=8.75 de_lowest_kj_mol=0.00 lumo_ev="-4.1 / -5.5" multiplicity=6
C 0.27 -0.05 -1.03 0.0301
C 1.07 -1.07 -0.69 0.0246
H 1.56 -1.65 -1.47 0.0016
H 0.09 0.11 -2.10 0.0026
H 1.30 -1.28 0.36 0.0015
O -1.30 -0.98 2.85 0.0009
C -1.73 -0.04 2.35 0.0020
O -0.17 1.00 -0.23 0.2399
Li -1.94 1.24 0.35 0.0688
Fe 0.85 2.71 -0.39 4.6279

=====

11
Properties=species:S:1:pos:R:3:mulliken_charge:R:1 method="wB97M-V/def2-TZVPD" homo_energy_ev=-12.5 total_charge=+1 largest_force_ha_per_bohr=0.267 lumo_ev=-5.8
O 0.56 0.30 -1.71 -0.4266
C 1.47 0.95 -1.26 0.0703
C 1.68 1.00 0.16 -0.4499
Li -0.84 0.66 -2.73 0.9165
Ga -0.31 0.54 0.01 0.3253
H 2.40 0.34 -0.96 0.2394
H 2.36 0.39 0.74 0.3629
O -1.29 -0.80 2.12 -0.4145
C -1.63 -0.59 0.84 0.6321
O -2.53 -1.29 0.37 -0.5633
H -1.88 -1.50 2.42 0.3077

=====

8
Properties=species:S:1:pos:R:3:mulliken_charge:R:1 method="wB97M-V/def2-TZVPD" homo_energy_ev="-14.4 / -14.8" total_charge=+1 largest_force_ha_per_bohr=0.136 de_lowest_kj_mol=511.35 lumo_ev="-7.4 / -7.5"
C 0.86 -1.21 -0.70 -0.2160
C -0.26 -1.60 -0.42 -0.3834
H 1.85 -1.05 -1.08 0.3889
H -1.22 -2.09 -0.34 0.3637
C -0.16 1.23 0.19 0.0056
O -0.50 0.96 1.38 -0.3103
Hg 0.33 2.73 1.59 0.7040
H -0.90 1.04 -0.62 0.4475

=====

7
Properties=species:S:1:pos:R:3:mulliken_charge:R:1 method="wB97M-V/def2-TZVPD" homo_energy_ev="-10.2 / -8.3" largest_force_ha_per_bohr=0.052 de_lowest_kj_mol=199.63 lumo_ev="-0.6 / -3.4"
C 1.53 1.21 0.02 -0.1598
C 0.97 0.15 0.13 0.1533
C 0.07 -0.87 0.07 -0.8576
I -3.94 -0.11 0.05 0.0227
H 2.01 2.10 -0.21 0.3917
H 0.36 -1.65 -0.55 0.2819
H -1.02 -0.83 0.49 0.1679

=====

What did the third record say?
8
Properties=species:S:1:pos:R:3:mulliken_charge:R:1 method="wB97M-V/def2-TZVPD" homo_energy_ev="-14.4 / -14.8" total_charge=+1 largest_force_ha_per_bohr=0.136 de_lowest_kj_mol=511.35 lumo_ev="-7.4 / -7.5"
C 0.86 -1.21 -0.70 -0.2160
C -0.26 -1.60 -0.42 -0.3834
H 1.85 -1.05 -1.08 0.3889
H -1.22 -2.09 -0.34 0.3637
C -0.16 1.23 0.19 0.0056
O -0.50 0.96 1.38 -0.3103
Hg 0.33 2.73 1.59 0.7040
H -0.90 1.04 -0.62 0.4475